[1]
{"formula": "C5H20N2O5", "method": "wB97M-V/def2-TZVPD", "relative_energy_ev": 3.196, "smiles": "CC(C)CNC(N)=O.O.O.O.O", "total_energy_ha": -688.14492, "homo_lumo_gap_ev": 10.073, "spin_multiplicity": 1, "max_force_ev_per_a": 8.69, "homo_energy_ev": -9.74, "symbols": ["C", "C", "C", "C", "N", "C", "N", "O", "H", "H", "H", "H", "H", "H", "H", "H", "H", "H", "H", "H", "O", "H", "H", "O", "H", "H", "O", "H", "H", "O", "H", "H"], "coordinates": [[0.280191, 2.871501, 1.417801], [0.751935, 2.062877, 0.285654], [1.090163, 2.853364, -1.002930], [-0.355965, 1.037146, -0.019249], [0.306459, 0.013678, -0.861560], [-0.398062, -0.702075, -1.834674], [0.165989, -2.043309, -2.150812], [-1.370330, -0.246710, -2.485698], [0.738527, 2.613255, 2.442120], [-0.785923, 2.959114, 1.559250], [0.560466, 3.949092, 1.456656], [1.545290, 1.515597, 0.584247], [2.200340, 2.645203, -1.289843], [0.954895, 3.911970, -0.784546], [0.583350, 2.761875, -1.796330], [-0.558403, 0.836457, 1.007961], [-1.021871, 1.759949, -0.552412], [1.049403, -0.500698, -0.312721], [1.034531, -2.291725, -1.809234], [0.113075, -2.305749, -3.192804], [-3.358013, -1.617469, -0.327831], [-2.524892, -1.464626, -0.802972], [-3.910621, -0.856183, -0.700029], [1.324121, -3.144586, 0.732041], [0.593017, -2.851253, 1.435549], [0.817191, -3.250697, -0.030283], [2.393036, -0.913803, 0.963127], [2.457051, -1.995728, 1.108883], [1.864173, -0.547663, 1.734772], [-1.783732, -2.529673, 1.848122], [-2.070598, -1.589187, 1.879767], [-2.684794, -2.939936, 1.497978]], "forces_ev_per_angstrom": [[0.9, 2.6, 3.5], [-2.1, 1.1, -2.7], [6.2, 1.2, 6.0], [2.0, 2.1, -1.6], [-1.4, -1.6, 0.5], [0.3, 0.0, -1.5], [-3.1, 1.9, -2.5], [2.2, -1.4, 2.0], [-0.8, -0.4, -1.4], [-0.6, -0.5, -0.1], [0.2, -0.5, -0.8], [3.0, -1.5, 0.8], [-1.9, 0.7, 0.4], [0.6, 0.3, 0.2], [-4.3, -1.8, -5.9], [-1.5, -1.6, 0.4], [-0.5, -1.8, 0.4], [-0.8, 0.5, -0.9], [2.1, 0.0, 1.0], [-0.3, 0.8, 2.4], [-0.9, 1.9, -1.0], [-0.2, -0.2, 0.0], [1.0, -1.7, 0.8], [-1.4, 0.2, 4.5], [2.1, -1.1, -2.2], [-1.4, -0.4, -2.2], [-0.1, -1.9, 1.9], [-0.7, 3.9, -0.7], [1.2, -0.9, -1.2], [-3.0, -0.3, -0.8], [0.4, -0.8, -0.1], [2.9, 1.1, 0.9]], "mulliken_charge": [-1.519, 0.825, -1.526, -1.267, 0.164, 0.398, -0.523, -0.612, 0.297, 0.336, 0.417, 0.415, 0.253, 0.420, 0.497, 0.365, 0.383, 0.289, 0.271, 0.235, -0.678, 0.357, 0.322, -0.676, 0.375, 0.277, -0.773, 0.378, 0.305, -0.664, 0.331, 0.327]}

[2]
{"formula": "C4H6N4", "method": "wB97M-V/def2-TZVPD", "relative_energy_ev": 0.000, "smiles": "[NH2+]=C1C=C=NC(=[NH2+])N1", "total_energy_ha": -374.31420, "homo_lumo_gap_ev": 7.578, "spin_multiplicity": 1, "total_charge": 2, "max_force_ev_per_a": 3.06, "homo_energy_ev": -19.33, "symbols": ["N", "C", "C", "C", "N", "C", "N", "N", "H", "H", "H", "H", "H", "H"], "coordinates": [[-0.475107, 1.826025, -0.777657], [0.079858, 0.649795, -0.756105], [0.789930, 0.132492, -1.907019], [1.325605, -1.017020, -1.610487], [1.345834, -1.799794, -0.668954], [0.573812, -1.429871, 0.353434], [0.439040, -2.217809, 1.385537], [-0.010841, -0.186735, 0.312932], [-0.367440, 2.454024, -1.570557], [-1.046269, 2.192597, -0.024608], [0.833058, 0.684931, -2.837760], [0.882277, -3.138696, 1.383318], [-0.092475, -1.991957, 2.222488], [-0.535015, 0.109942, 1.137976]], "forces_ev_per_angstrom": [[-0.2, 0.3, 0.1], [0.5, -0.4, -0.6], [0.2, 1.8, -2.1], [-0.7, -1.2, 2.7], [0.6, 0.7, -2.0], [-0.2, -1.0, 1.4], [-0.1, -0.2, 0.3], [-0.2, 0.0, 0.5], [0.1, -0.2, 0.0], [0.0, -0.1, 0.1], [-0.1, -0.1, 0.0], [-0.1, 0.3, -0.1], [0.1, 0.1, -0.2], [0.1, -0.1, -0.2]], "mulliken_charge": [-0.309, 0.882, -0.528, 0.335, -0.202, 0.439, -0.264, -0.107, 0.267, 0.253, 0.422, 0.293, 0.250, 0.270]}

[3]
{"formula": "C2H2O2S", "method": "wB97M-V/def2-TZVPD", "relative_energy_ev": 1.638, "smiles": "O=CC(=O)S", "total_energy_ha": -626.00218, "homo_lumo_gap_ev": 9.130, "spin_multiplicity": 1, "max_force_ev_per_a": 3.99, "homo_energy_ev": -9.55, "symbols": ["O", "C", "C", "O", "S", "H", "H"], "coordinates": [[2.100953, -0.171565, 0.240993], [1.066172, -0.622481, 0.540186], [-0.372350, -0.322183, -0.359128], [-1.071848, -1.201176, -0.713665], [-1.419050, 1.287775, -0.906906], [0.673139, -1.249900, 1.329186], [-0.977016, 2.279530, -0.130667]], "forces_ev_per_angstrom": [[0.9, -0.1, 0.3], [-3.2, 1.4, -1.9], [-0.9, 1.8, -0.1], [0.8, -1.7, 0.2], [1.5, -0.8, 0.7], [0.7, -0.7, 0.7], [0.3, 0.1, 0.1]], "mulliken_charge": [-0.344, 0.196, 0.328, -0.366, -0.236, 0.299, 0.122]}

[4]
{"formula": "H3N2OP", "method": "wB97M-V/def2-TZVPD", "relative_energy_ev": 3.026, "total_energy_ha": -527.67722, "homo_lumo_gap_ev": [7.524, 7.926], "spin_multiplicity": 3, "max_force_ev_per_a": 8.00, "homo_energy_ev": [-6.74, -10.63], "symbols": ["N", "N", "O", "P", "H", "H", "H"], "coordinates": [[1.995095, 0.320296, -0.784540], [-0.631145, 0.064833, 0.203459], [-0.570222, 1.990401, -0.875947], [0.569017, 0.619303, -0.677564], [-1.275117, 0.434204, -0.517232], [-1.123222, -0.864714, 0.581454], [-0.875346, 2.772411, -1.498950]], "forces_ev_per_angstrom": [[7.4, -1.4, 1.1], [-3.9, -4.6, 2.6], [-0.7, 3.3, -1.3], [-6.4, 2.7, -3.9], [-0.8, -0.3, 1.1], [2.5, 2.5, -0.9], [1.8, -2.3, 1.3]], "lowdin_spin": [0.897, 0.158, 0.287, 0.615, 0.017, 0.008, 0.018]}